C39H88F12N5O17PS4 | ωB97M-V/def2-TZVPD

Last column: Löwdin charge in e.
Cartesian coordinates (Å):
C: -12.74870 -10.45955 4.89327  0.01
C: -13.23298 -9.49543 5.98196  -0.30
O: -12.83476 -9.60049 7.15941  0.14
N: -14.45753 -8.63168 5.55705  0.12
H: -15.09930 -9.15025 4.97454  0.18
H: -15.02139 -8.39939 6.36216  0.19
C: -13.90634 -7.45375 4.76287  0.04
H: -11.86559 -10.94135 5.31288  0.09
H: -12.40623 -10.12008 3.91573  0.09
H: -13.49156 -11.25187 4.80122  0.11
H: -13.25038 -6.87303 5.41139  0.11
H: -14.75426 -6.84611 4.44678  0.12
H: -13.18102 -7.71491 3.99229  0.10
C: -12.24612 -14.32536 12.39843  0.04
C: -11.42015 -14.58109 13.68445  -0.31
O: -11.94060 -14.58023 14.76567  0.19
N: -9.87514 -15.03744 13.45234  0.11
H: -9.94769 -15.98748 13.78740  0.17
H: -9.65720 -15.20428 12.48035  0.16
C: -8.82367 -14.13674 14.15172  0.03
H: -11.55631 -13.92452 11.65575  0.08
H: -13.08454 -13.71464 12.73338  0.11
H: -12.59469 -15.30158 12.06139  0.11
H: -9.14466 -13.51303 14.98601  0.10
H: -8.34910 -13.38944 13.51577  0.10
H: -8.01614 -14.77947 14.50228  0.10
C: -15.80436 -6.30622 -2.01537  0.02
C: -15.39905 -7.71895 -1.72763  -0.36
O: -14.23832 -8.02090 -1.59706  0.16
N: -16.58079 -8.67768 -1.87960  0.13
H: -17.01644 -8.70800 -0.96889  0.19
H: -17.31980 -8.28989 -2.44844  0.17
C: -16.07378 -10.11283 -2.31382  0.07
H: -14.98051 -5.63349 -2.25373  0.11
H: -16.19760 -5.74577 -1.16722  0.12
H: -16.63704 -6.16533 -2.70449  0.10
H: -15.74349 -9.93437 -3.33713  0.10
H: -16.79723 -10.92724 -2.27583  0.11
H: -15.23898 -10.35741 -1.65701  0.09
C: -12.43905 -19.21312 2.17644  0.06
N: -12.24518 -19.29747 0.57363  -0.30
C: -12.17602 -20.75720 -0.06208  0.07
C: -13.50150 -18.55286 0.13388  -0.02
C: -11.02385 -18.59648 0.07813  -0.12
C: -10.94446 -17.11451 0.42009  -0.21
O: -11.52120 -16.30617 -0.61600  -0.05
H: -11.52617 -19.47765 2.71008  0.11
H: -13.22155 -19.95006 2.35733  0.10
H: -12.85734 -18.23944 2.43154  0.10
H: -11.42408 -20.84867 -0.84587  0.10
H: -13.19848 -20.96269 -0.37904  0.11
H: -11.86562 -21.40701 0.75614  0.10
H: -13.78600 -18.72703 -0.90382  0.12
H: -13.55934 -17.49735 0.39969  0.11
H: -14.36486 -19.01366 0.61383  0.11
H: -11.02994 -18.74957 -1.00105  0.14
H: -10.31536 -19.27388 0.55484  0.14
H: -9.93096 -16.77633 0.63578  0.13
H: -11.58292 -16.85157 1.26350  0.11
H: -10.74386 -16.02604 -1.10475  0.09
C: -9.35643 -4.74517 13.29208  0.05
N: -8.67385 -5.99977 12.71476  -0.32
C: -8.35548 -5.72294 11.19500  0.04
C: -7.37662 -6.24717 13.51192  0.03
C: -9.52314 -7.25352 12.72864  -0.11
C: -10.25869 -7.60071 14.02279  -0.31
O: -9.35279 -7.97124 14.91319  0.00
H: -10.28562 -4.56202 12.75249  0.12
H: -8.58957 -3.97060 13.28464  0.12
H: -9.70265 -4.98830 14.29663  0.10
H: -7.47739 -5.08064 11.12785  0.11
H: -9.27028 -5.35071 10.73381  0.11
H: -8.12552 -6.67624 10.71913  0.10
H: -7.76245 -6.22601 14.53112  0.10
H: -6.73360 -5.37159 13.42257  0.10
H: -6.84198 -7.14571 13.20388  0.11
H: -8.93887 -8.11851 12.41478  0.14
H: -10.22979 -7.08560 11.91590  0.14
H: -10.96475 -8.38062 13.73761  0.14
H: -10.92342 -6.77701 14.28307  0.13
H: -9.89946 -8.19760 15.66919  0.13
C: -4.66893 1.76317 -2.85913  -0.11
C: -4.44206 0.61523 -1.89769  -0.25
C: -5.08639 -0.72062 -2.40658  -0.22
C: -4.43163 -1.42885 -3.67199  -0.22
P: -5.43926 -2.93681 -4.23951  1.06
C: -5.88226 -4.22297 -2.96933  -0.24
C: -6.89055 -5.44677 -3.27322  -0.22
C: -6.78461 -6.58132 -2.26387  -0.24
C: -6.92822 -6.05663 -0.80725  -0.10
C: -6.96500 -2.17336 -5.00679  -0.25
C: -8.32808 -1.93715 -4.25907  -0.23
C: -9.17310 -0.90475 -5.04862  -0.23
C: -8.80040 0.55980 -4.63974  -0.09
C: -4.37150 -3.59537 -5.59563  -0.29
C: -4.84689 -4.81825 -6.37355  -0.24
C: -3.94714 -5.18006 -7.58887  -0.27
C: -4.40737 -6.35245 -8.40559  -0.12
H: -5.67738 2.08413 -3.12011  0.08
H: -4.02600 1.62447 -3.72833  0.07
H: -4.25372 2.66667 -2.41260  0.08
H: -4.90103 0.84105 -0.93516  0.11
H: -3.42860 0.39233 -1.56406  0.11
H: -6.15456 -0.53263 -2.51508  0.09
H: -5.10927 -1.45053 -1.59739  0.09
H: -3.44534 -1.82618 -3.43226  0.09
H: -4.34063 -0.80531 -4.56138  0.09
H: -6.17527 -3.67957 -2.07101  0.08
H: -4.90187 -4.55114 -2.62400  0.09
H: -6.75105 -5.72421 -4.31805  0.09
H: -7.88616 -5.00336 -3.25776  0.10
H: -5.79358 -7.00504 -2.42641  0.10
H: -7.52897 -7.32777 -2.54107  0.11
H: -6.10510 -5.50408 -0.35418  0.07
H: -7.23978 -6.83052 -0.10574  0.07
H: -7.65261 -5.24242 -0.78707  0.07
H: -7.19918 -2.94151 -5.74381  0.07
H: -6.61160 -1.34930 -5.62658  0.09
H: -8.22976 -1.78350 -3.18444  0.10
H: -8.85202 -2.89176 -4.21099  0.09
H: -10.22439 -1.13925 -4.88161  0.11
H: -9.03979 -1.01296 -6.12501  0.10
H: -9.59386 1.26666 -4.88242  0.07
H: -7.87312 0.91314 -5.09072  0.06
H: -8.71832 0.68929 -3.56058  0.07
H: -3.40867 -3.72804 -5.10223  0.10
H: -4.14871 -2.78880 -6.29415  0.10
H: -5.84222 -4.54547 -6.72425  0.10
H: -4.95846 -5.65836 -5.68808  0.10
H: -2.93298 -5.45951 -7.30341  0.11
H: -3.75666 -4.28456 -8.18041  0.11
H: -5.20655 -5.97147 -9.04142  0.07
H: -4.86192 -7.19925 -7.89138  0.08
H: -3.73222 -6.55229 -9.23767  0.08
C: -20.49661 -13.30899 4.54458  -0.55
F: -21.49847 -14.18688 4.20477  0.07
F: -21.07029 -12.09383 4.73578  0.11
F: -20.15468 -13.81814 5.77042  0.06
S: -19.02910 -13.29807 3.25891  0.45
O: -18.13149 -14.41740 3.56410  -0.39
O: -19.78355 -13.42186 2.02604  -0.35
O: -18.39561 -11.99330 3.34860  -0.39
C: -9.82063 1.02199 3.56650  -0.64
F: -8.78345 0.91309 4.36001  0.13
F: -10.61615 2.00783 3.99991  0.12
F: -9.41040 1.42541 2.31953  0.06
S: -10.65823 -0.71490 3.33814  0.51
O: -10.43959 -1.37108 4.61627  -0.38
O: -12.08419 -0.32905 3.09321  -0.38
O: -9.97926 -1.35231 2.16303  -0.41
C: -18.98775 -5.24533 12.10325  -0.71
F: -19.31845 -4.65273 11.02575  0.17
F: -18.92448 -4.35576 13.11145  0.12
F: -19.94809 -6.13801 12.31545  0.12
S: -17.34065 -6.19952 11.74395  0.49
O: -17.65488 -6.89296 10.45983  -0.40
O: -16.27936 -5.22220 11.54134  -0.39
O: -17.08270 -7.15758 12.84399  -0.40
C: -22.62364 -5.51970 3.01686  -0.70
F: -23.73544 -6.22639 2.99045  0.14
F: -22.80907 -4.22453 3.09596  0.15
F: -21.83788 -5.90572 4.03814  0.09
S: -21.53400 -5.97180 1.52734  0.43
O: -20.24106 -5.47887 1.97566  -0.38
O: -21.57539 -7.41602 1.35942  -0.37
O: -22.06913 -5.27417 0.37859  -0.37

Charge   +2
Frontier orbital gap   0.1006 Eh
Highest occupied orbital energy   -8.16 eV